<a>
{"formula": "C2H4O4Si", "method": "ωB97M-V/def2-TZVPD", "symbols": ["C", "C", "O", "O", "O", "O", "Si", "H", "H", "H", "H"], "positions_angstrom": [[1.917, 0.481, -2.570], [1.293, -0.187, -1.815], [-1.096, -0.967, 2.059], [0.749, 0.591, 0.994], [-1.710, 0.564, -0.062], [-0.120, -1.527, -0.339], [-0.540, -0.343, 0.637], [2.508, 1.044, -3.243], [-1.488, -1.834, 2.027], [0.753, 1.084, 1.808], [-2.266, 1.094, 0.502]], "gap_ev": [7.128, 7.129]}

=====

<b>
{"formula": "C2H4O4Si", "method": "ωB97M-V/def2-TZVPD", "symbols": ["C", "C", "O", "O", "O", "O", "Si", "H", "H", "H", "H"], "positions_angstrom": [[-0.015, -2.696, 1.392], [0.862, -1.909, 1.170], [-0.772, 2.674, -1.493], [-1.409, 0.456, -0.459], [1.847, -1.143, 0.984], [1.268, 0.774, -0.822], [-0.125, 1.289, -0.981], [-0.717, -3.310, 1.886], [-0.384, 3.525, -1.560], [-2.218, 0.596, -0.784], [1.663, -0.255, 0.667]], "gap_ev": 8.075}

=====

<b> is preferred energetically. Next in line: 288.1 kJ/mol higher.

=====

<a>
{"formula": "C8H14NO", "method": "ωB97M-V/def2-TZVPD", "symbols": ["C", "C", "C", "C", "C", "C", "C", "C", "N", "O", "H", "H", "H", "H", "H", "H", "H", "H", "H", "H", "H", "H", "H", "H"], "positions_angstrom": [[1.899, -0.903, -1.023], [1.914, -1.366, 0.182], [1.118, 0.280, -1.652], [-1.032, -0.698, -0.887], [-1.214, -1.117, 0.556], [-0.151, 0.535, -0.915], [-0.050, -0.438, 1.187], [-1.042, 1.737, 0.961], [0.031, 0.859, 0.468], [-0.036, -0.476, 2.581], [2.525, -1.323, -1.911], [2.293, -2.169, 0.887], [1.791, 1.111, -1.535], [0.994, 0.199, -2.697], [-0.799, -1.485, -1.704], [-2.073, -0.442, -1.252], [-2.081, -0.681, 0.902], [-1.333, -2.290, 0.649], [-0.799, 1.257, -1.402], [-1.895, 1.517, 0.315], [-0.971, 1.789, 2.049], [-0.815, 2.875, 0.668], [0.945, 1.362, 0.604], [0.780, -0.130, 2.966]], "total_charge": 1, "gap_ev": 8.774}

=====

<b>
{"formula": "C8H14NO", "method": "ωB97M-V/def2-TZVPD", "symbols": ["C", "C", "C", "C", "C", "C", "C", "C", "N", "O", "H", "H", "H", "H", "H", "H", "H", "H", "H", "H", "H", "H", "H", "H"], "positions_angstrom": [[0.488, 1.181, 0.592], [0.936, 0.176, -0.083], [-0.553, 0.282, -0.215], [0.182, 2.203, 1.487], [-1.273, 0.656, -1.502], [2.962, -1.184, 0.184], [-2.552, -1.114, 0.055], [1.783, -0.798, -0.746], [-1.224, -0.674, 0.503], [-0.859, -1.153, 1.563], [-0.174, 3.133, 0.806], [1.006, 2.366, 2.022], [-0.586, 1.989, 2.251], [-1.588, -0.082, -2.222], [-0.514, 1.379, -1.959], [-2.214, 1.318, -1.429], [3.330, -0.449, 0.783], [3.784, -1.794, -0.322], [2.474, -1.801, 0.988], [-3.117, -1.449, 0.835], [-2.581, -1.791, -0.683], [-3.238, -0.333, -0.215], [1.236, -1.605, -1.100], [2.290, -0.455, -1.592]], "total_charge": 1, "gap_ev": [8.723, 8.726]}

=====

<a> is preferred energetically. Next in line: 127.9 kJ/mol higher.

=====

<a>
{"formula": "C6H13NO3", "method": "ωB97M-V/def2-TZVPD", "symbols": ["C", "C", "O", "N", "C", "C", "O", "C", "C", "H", "H", "H", "H", "H", "H", "H", "H", "H", "H", "H", "H", "O", "H"], "positions_angstrom": [[-2.571, -0.754, 1.288], [-1.137, -0.288, 1.266], [-0.739, 0.563, 2.053], [-0.510, -0.264, -0.260], [0.533, 0.613, -0.716], [1.890, 0.315, -0.127], [2.180, -1.059, -0.351], [0.473, 1.103, -2.138], [0.176, 2.042, -0.999], [-3.233, 0.121, 1.269], [-2.793, -1.419, 0.446], [-2.749, -1.299, 2.225], [-1.052, -0.745, -0.965], [2.647, 0.967, -0.589], [1.850, 0.505, 0.958], [2.967, -1.303, 0.143], [1.416, 1.214, -2.674], [-0.364, 0.761, -2.748], [-0.862, 2.324, -0.823], [0.908, 2.811, -0.749], [0.340, -1.734, 0.240], [-0.004, -2.285, 1.268], [0.634, -2.190, 1.982]], "gap_ev": 9.731}

=====

<b>
{"formula": "C6H13NO3", "method": "ωB97M-V/def2-TZVPD", "symbols": ["N", "C", "C", "C", "C", "C", "C", "H", "H", "H", "H", "H", "H", "H", "H", "H", "O", "H", "H", "O", "H", "H", "O"], "positions_angstrom": [[-0.141, 0.011, -2.855], [-0.156, 0.706, -1.619], [-0.392, 2.070, -1.606], [-0.195, 2.737, -0.381], [0.119, 2.012, 0.737], [0.041, 0.619, 0.788], [0.002, -0.033, -0.435], [-0.736, 0.455, -3.550], [-0.218, -0.983, -2.769], [-0.760, 2.587, -2.477], [-0.148, 3.817, -0.367], [0.274, 2.639, 1.611], [0.249, 0.062, 1.691], [-0.110, -1.090, -0.657], [-2.470, -2.171, 0.252], [-2.743, -1.305, 1.477], [-2.528, -2.188, 1.184], [0.380, -3.143, 2.263], [-0.048, -2.034, 3.118], [0.632, -2.711, 3.105], [3.271, -0.228, 0.793], [2.567, -1.301, -0.188], [3.108, -0.528, -0.116]], "gap_ev": 8.670}

=====

<c>
{"formula": "C6H13NO3", "method": "ωB97M-V/def2-TZVPD", "symbols": ["C", "C", "C", "C", "C", "C", "H", "H", "H", "H", "H", "H", "H", "H", "H", "H", "H", "H", "H", "N", "O", "O", "O"], "positions_angstrom": [[-1.923, 0.347, -0.601], [-1.033, 0.771, 0.792], [0.674, 1.035, -0.908], [1.310, -0.464, -0.716], [0.397, -1.350, 0.009], [-0.435, -0.590, 1.190], [-2.120, 1.218, -1.330], [-1.149, -0.409, -1.185], [-2.974, -0.033, -0.199], [-1.772, 1.478, 1.545], [0.771, 1.763, 0.994], [1.537, 1.854, -1.078], [0.109, 1.536, -2.010], [1.495, -0.779, -1.569], [2.682, 0.865, -0.368], [0.952, -2.004, 0.674], [-0.061, -3.122, -1.186], [-1.257, -1.224, 1.422], [0.100, 0.493, 2.816], [0.168, 1.529, 0.139], [2.565, -0.202, 0.015], [-0.528, -2.122, -0.846], [0.493, -0.588, 2.402]], "gap_ev": 9.109}

=====

<b> is preferred energetically. Next in line: 211.6 kJ/mol higher.

=====

<a>
{"formula": "C2H8NO3PS", "method": "ωB97M-V/def2-TZVPD", "symbols": ["C", "C", "N", "O", "O", "O", "P", "S", "H", "H", "H", "H", "H", "H", "H", "H"], "positions_angstrom": [[-1.798, 1.726, 0.839], [-1.485, -1.502, -0.587], [-2.084, 0.513, 0.548], [3.071, 0.972, 0.460], [1.398, 0.290, -1.399], [-1.158, -0.143, -0.168], [1.581, 0.417, 0.225], [2.068, -1.636, 0.614], [2.519, -1.037, 1.819], [-2.438, 2.476, 1.220], [-0.891, 2.269, 0.243], [-0.543, -2.040, -0.636], [-2.146, -1.557, -1.629], [-2.178, -1.730, 0.190], [3.642, 0.930, -0.348], [0.442, 0.052, -1.392]], "gap_ev": 9.380}

=====

<b>
{"formula": "C2H8NO3PS", "method": "ωB97M-V/def2-TZVPD", "symbols": ["C", "C", "N", "O", "O", "O", "P", "S", "H", "H", "H", "H", "H", "H", "H", "H"], "positions_angstrom": [[1.763, 0.205, -1.620], [-0.619, -0.870, 2.012], [-2.039, -0.780, -0.957], [1.276, 3.353, 0.036], [0.446, -0.304, -1.520], [-0.074, -0.789, 0.680], [-0.691, 0.159, -0.485], [0.613, 2.630, 1.135], [2.058, 0.742, -2.557], [2.411, -0.595, -1.315], [1.840, 0.994, -0.914], [-0.962, 0.046, 2.249], [0.147, -1.148, 2.718], [-1.288, -1.612, 2.230], [-1.976, -1.769, -0.828], [-2.904, -0.263, -0.863]], "gap_ev": [7.297, 7.171]}

=====

<b> is preferred energetically. Next in line: 34.1 kJ/mol higher.

=====

<a>
{"formula": "C2H7NO3", "method": "ωB97M-V/def2-TZVPD", "symbols": ["O", "C", "N", "C", "O", "H", "H", "H", "H", "H", "H", "H", "O"], "positions_angstrom": [[1.229, 2.206, -0.229], [0.039, 2.027, -0.556], [-0.605, 0.901, -0.366], [0.013, 0.048, 0.807], [-0.814, -0.942, 1.171], [-0.458, 2.841, -1.106], [-1.612, 1.014, -0.465], [0.233, 0.783, 1.572], [0.912, -0.316, 0.292], [-0.818, -1.557, 0.418], [0.609, -3.458, -0.032], [0.744, -3.393, -1.446], [0.186, -2.989, -0.760]], "total_charge": 1, "gap_ev": [10.987, 6.273], "spin_multiplicity": 2}

=====

<b>
{"formula": "C2H7NO3", "method": "ωB97M-V/def2-TZVPD", "symbols": ["C", "N", "C", "O", "O", "H", "H", "H", "H", "H", "H", "H", "O"], "positions_angstrom": [[-0.253, -0.483, -1.911], [0.881, -0.964, -1.202], [0.967, -1.057, 0.236], [-0.143, -0.519, 0.777], [2.031, -1.128, 0.763], [-0.219, -0.922, -2.911], [-0.259, 0.603, -1.926], [-1.158, -0.891, -1.467], [1.815, -0.835, -1.602], [-0.334, -0.993, 1.609], [-1.816, 2.065, 2.390], [-0.578, 2.985, 2.474], [-0.935, 2.141, 2.771]], "total_charge": 1, "gap_ev": [10.181, 5.023], "spin_multiplicity": 2}

=====

<b> is preferred energetically. Next in line: 40.1 kJ/mol higher.

=====

<a>
{"formula": "C4H5NO", "method": "ωB97M-V/def2-TZVPD", "symbols": ["C", "C", "C", "C", "N", "O", "H", "H", "H", "H", "H"], "positions_angstrom": [[0.454, 1.742, 0.156], [0.136, 2.837, -0.269], [0.518, -0.813, 1.194], [-0.488, -1.626, -0.708], [0.614, -0.799, 2.350], [0.506, -0.857, -0.099], [0.573, 1.035, 0.944], [-0.283, 3.757, -0.671], [-1.300, -1.882, -0.067], [-0.036, -2.454, -1.298], [-0.694, -0.940, -1.530]], "gap_ev": [6.060, 8.225], "spin_multiplicity": 3}

=====

<b>
{"formula": "C4H5NO", "method": "ωB97M-V/def2-TZVPD", "symbols": ["C", "C", "C", "C", "N", "O", "H", "H", "H", "H", "H"], "positions_angstrom": [[1.155, 0.807, -0.556], [2.061, -0.131, -0.329], [-1.045, 0.607, 0.442], [-1.091, -0.899, 0.322], [-0.163, 1.407, 0.016], [3.025, -0.819, -0.199], [1.557, 1.515, -1.166], [-2.033, 1.082, 0.574], [-0.202, -1.329, 0.761], [-1.170, -1.118, -0.727], [-2.092, -1.122, 0.862]], "gap_ev": [6.917, 8.323], "spin_multiplicity": 3}

=====

<b> is preferred energetically. Next in line: 393.4 kJ/mol higher.

=====

<a>
{"formula": "CH3IO3S", "method": "ωB97M-V/def2-TZVPD", "symbols": ["C", "O", "O", "O", "S", "I", "H", "H", "H"], "positions_angstrom": [[1.316, -0.251, 0.200], [-0.154, 1.527, -1.044], [-0.977, 0.788, 1.193], [-1.337, -0.718, -0.725], [-0.332, 0.497, -0.037], [-3.084, -0.499, -0.175], [1.173, -0.906, 1.113], [1.222, -0.880, -0.707], [2.174, 0.442, 0.181]], "gap_ev": 9.124}

=====

<b>
{"formula": "CH3IO3S", "method": "ωB97M-V/def2-TZVPD", "symbols": ["C", "O", "O", "O", "S", "I", "H", "H", "H"], "positions_angstrom": [[-1.155, -0.263, -0.006], [1.147, 1.234, -0.860], [-0.855, 0.955, 0.642], [1.423, -1.868, 0.462], [0.244, 2.025, 0.049], [2.777, -0.750, -0.100], [-0.192, -0.811, 0.097], [-1.376, 0.018, -0.967], [-2.013, -0.540, 0.683]], "gap_ev": [8.051, 6.942]}

=====

<a> is preferred energetically. Next in line: 244.9 kJ/mol higher.

=====

<a>
{"formula": "H19O9", "method": "ωB97M-V/def2-TZVPD", "symbols": ["O", "H", "H", "O", "H", "O", "H", "H", "O", "H", "H", "O", "H", "H", "O", "H", "H", "O", "H", "H", "O", "H", "H", "O", "H", "H", "H", "H"], "positions_angstrom": [[0.259, -0.447, -3.555], [1.369, 0.732, -0.189], [-0.243, -0.404, -1.210], [-3.144, 1.426, 0.225], [-3.618, 0.667, 2.745], [2.888, -0.995, -2.448], [1.565, 0.235, 3.157], [2.984, -1.218, -1.503], [-0.717, -0.864, 1.604], [2.227, -1.564, -2.841], [-3.666, 0.643, 0.077], [-3.399, -0.158, 2.305], [1.599, -0.001, -1.609], [-3.764, -0.979, 2.653], [0.979, 0.167, -0.859], [-1.349, -0.357, 0.114], [-1.607, -0.690, 1.991], [3.354, 0.418, 0.190], [1.023, -0.969, -3.799], [4.232, 0.153, 0.544], [1.509, 1.202, 3.266], [-0.547, 0.094, 1.844], [3.708, 1.145, -0.345], [-1.323, -0.459, -0.953], [0.648, 1.309, 3.693], [-3.372, 2.322, 0.492], [-0.005, -0.048, -4.394], [-1.589, -1.360, -1.194]], "total_charge": 1, "gap_ev": 11.479}

=====

<b>
{"formula": "H19O9", "method": "ωB97M-V/def2-TZVPD", "symbols": ["O", "H", "H", "H", "O", "H", "H", "O", "H", "H", "O", "H", "H", "O", "H", "H", "O", "H", "H", "O", "H", "H", "O", "H", "H", "O", "H", "H"], "positions_angstrom": [[-15.406, 45.273, -0.728], [-14.952, 45.482, -1.533], [-15.065, 46.069, -0.175], [-15.195, 44.529, -0.438], [-14.460, 42.756, -0.204], [-13.963, 41.968, 0.154], [-14.887, 42.388, -1.011], [-14.214, 47.429, -2.739], [-13.822, 48.106, -2.166], [-13.311, 47.063, -3.186], [-18.156, 46.711, -0.409], [-17.989, 45.700, -0.592], [-18.457, 46.840, -1.322], [-15.942, 44.276, 2.114], [-16.170, 43.350, 1.954], [-15.152, 44.194, 2.565], [-14.638, 44.713, -3.568], [-15.726, 44.551, -3.650], [-14.271, 45.499, -4.013], [-12.255, 45.605, -0.781], [-11.865, 44.596, -0.772], [-11.919, 46.045, -1.628], [-14.693, 47.453, 0.900], [-13.904, 47.805, 1.395], [-15.326, 48.234, 0.700], [-17.686, 43.798, -1.128], [-18.415, 43.473, -1.497], [-17.073, 43.093, -1.440]], "total_charge": 1, "gap_ev": 10.419}

=====

<a> is preferred energetically. Next in line: 152.7 kJ/mol higher.

=====

<a>
{"formula": "C2H3NO3S", "method": "ωB97M-V/def2-TZVPD", "symbols": ["C", "C", "N", "O", "O", "O", "S", "H", "H", "H"], "positions_angstrom": [[0.405, 0.208, 0.385], [2.356, -0.587, -0.799], [1.224, -0.571, -0.290], [-0.617, 0.756, 0.028], [-3.007, -0.697, 0.512], [-3.734, 1.584, 0.667], [-3.190, 0.556, -0.170], [0.780, 0.113, 1.547], [3.034, 0.222, -0.876], [2.748, -1.583, -1.004]], "gap_ev": 10.305}

=====

<b>
{"formula": "C2H3NO3S", "method": "ωB97M-V/def2-TZVPD", "symbols": ["C", "C", "H", "H", "H", "N", "O", "O", "O", "S"], "positions_angstrom": [[-0.710, -0.457, -0.552], [-0.458, 0.246, 0.785], [1.508, 0.064, 0.205], [0.322, 0.126, -2.391], [0.372, -0.135, 2.330], [0.334, -0.232, -1.346], [1.298, 0.625, -0.801], [0.500, -0.455, 1.442], [-1.048, 1.185, 1.245], [-2.119, -0.967, -0.917]], "gap_ev": 9.017}

=====

<c>
{"formula": "C2H3NO3S", "method": "ωB97M-V/def2-TZVPD", "symbols": ["C", "C", "N", "O", "O", "O", "S", "H", "H", "H"], "positions_angstrom": [[-1.539, -1.378, -0.591], [0.806, -0.943, -0.386], [-0.443, -0.777, -0.153], [-2.192, -1.207, -1.584], [1.835, 1.900, 1.074], [0.433, 3.934, 1.324], [0.547, 2.563, 0.978], [-2.012, -1.967, 0.156], [1.525, -0.302, 0.184], [1.041, -1.822, -1.001]], "gap_ev": 8.830}

=====

<c> is preferred energetically. Next in line: 11.9 kJ/mol higher.

=====

<a>
{"formula": "C3H7ClN2O", "method": "ωB97M-V/def2-TZVPD", "symbols": ["C", "C", "C", "N", "N", "O", "Cl", "H", "H", "H", "H", "H", "H", "H"], "positions_angstrom": [[1.306, -1.062, 0.033], [0.328, -2.165, 0.303], [-1.197, 1.841, -0.537], [-1.049, 0.798, 0.399], [0.868, 0.180, 0.322], [2.458, -1.219, -0.315], [1.780, 1.516, -0.141], [-0.346, -1.896, 1.109], [-0.248, -2.331, -0.605], [0.887, -3.066, 0.541], [-0.933, 2.845, -0.192], [-0.642, 1.610, -1.450], [-2.258, 1.818, -0.821], [-0.954, 1.131, 1.356]], "gap_ev": [8.384, 8.390]}

=====

<b>
{"formula": "C3H7ClN2O", "method": "ωB97M-V/def2-TZVPD", "symbols": ["C", "C", "C", "N", "N", "O", "Cl", "H", "H", "H", "H", "H", "H", "H"], "positions_angstrom": [[1.540, 1.172, -0.150], [-2.587, 0.004, 0.076], [1.429, -1.070, 0.401], [2.093, 2.303, -0.077], [-1.986, -0.910, -0.478], [1.932, 0.199, 0.715], [-4.324, 0.116, 0.020], [0.696, 0.730, -0.751], [-2.241, 0.709, 0.752], [2.307, -1.721, 0.610], [1.097, -1.228, -0.617], [0.639, -1.519, 1.143], [1.792, 2.962, -0.801], [-2.388, -1.747, -0.842]], "gap_ev": 10.706}

=====

<b> is preferred energetically. Next in line: 181.4 kJ/mol higher.